Record 1
ORCA calculation (wB97M-V/def2-TZVPD) on 3 unconnected molecules or ions with the total composition CH3O4Si at a distorted geometry.

Positions of all 9 atoms, in Å:
H: 2.64236 -0.57328 0.84487
H: -1.84158 0.99098 -1.98553
O: -0.41728 -2.56620 -0.08565
H: 1.64885 0.53372 0.38258
Si: -1.71796 1.00189 -0.44912
O: 2.63469 0.37664 0.59472
C: 0.32948 -1.74443 0.13594
O: -2.73488 1.83746 0.37909
O: -0.54368 0.14323 0.18309

Net charge   -1
Multiplicity   3
ΔE to the lowest compared entry with this formula, charge and spin   54.8 kcal/mol

Record 2
ORCA calculation (wB97M-V/def2-TZVPD) on a single CH4BClS molecule at a distorted geometry.

Positions of all 8 atoms, in Å:
Cl: 3.06183 0.53885 0.02749
H: 0.07621 0.98927 -0.84882
B: -1.21829 -0.54905 -0.00734
S: 1.45546 -0.74843 0.27274
C: 0.01271 0.43212 0.14578
H: -2.42615 -0.23598 0.14482
H: -1.02721 -1.60632 -0.56754
H: 0.06543 1.17954 0.83286

SMILES   BCSCl
ΔE to the lowest compared entry with this formula, charge and spin   34.6 kcal/mol

Record 3
ORCA calculation (wB97M-V/def2-TZVPD) on 2 unconnected molecules or ions with the total composition CH4Br2Si at a distorted geometry.

Positions of all 8 atoms, in Å:
Br: -0.32986 2.43966 2.31181
C: 0.48292 -0.13173 0.55456
Br: 0.56818 -1.12092 2.09516
H: 0.76083 -0.93112 -2.08081
H: -0.54746 0.87676 -1.42888
H: 1.08278 0.77853 0.60745
Si: -0.39750 -0.53012 -1.04311
H: -1.61988 -1.38106 -1.01618

ΔE to the lowest compared entry with this formula, charge and spin   129.0 kcal/mol

Record 4
ORCA calculation (wB97M-V/def2-TZVPD) on 2 unconnected molecules or ions with the total composition CH4BrClOP at a distorted geometry.

Positions of all 9 atoms, in Å:
H: 1.29977 0.87442 -1.19523
Br: 2.23261 -0.82325 2.76172
H: 0.57470 -0.73432 -1.76088
H: -0.51517 0.75879 -1.64615
H: -1.43599 -1.50901 0.18746
O: -1.39665 -0.82661 0.83112
C: 0.38543 0.24882 -1.19957
Cl: -0.90587 1.82500 1.39208
P: -0.23882 0.18616 0.62946

Net charge   +1
ΔE to the lowest compared entry with this formula, charge and spin   75.4 kcal/mol